(1)
Density functional theory data (ωB97M-V/def2-TZVPD) for C28H27AsN5O3STi as an isolated structure.

The energy relative to the best compared isomer or geometry (same formula, charge and spin) is 15.1 kcal per mole. Its total charge is +2. Its spin multiplicity is 2. The HOMO energy (alpha / beta) is -12.0 / -12.0 eV. The calculation puts the HOMO-LUMO gap (alpha / beta) at 6.0 / 6.0 eV. The expectation value of S² is 0.753. The calculation puts the energy at -5065.71094 Ha.

```
66
Properties=species:S:1:pos:R:3:lowdin_charge:R:1
Ti 2.2361 2.2503 -1.6260 0.85
O 4.1078 1.9437 -1.5686 -0.29
N 4.9969 3.0088 -1.6907 -0.15
C 6.2606 2.7071 -1.3104 0.02
C 7.2474 3.7016 -1.3551 0.01
C 6.8527 4.9814 -1.7682 -0.03
C 5.5676 5.1952 -2.1468 -0.04
C 4.5473 4.1917 -2.0895 -0.59
S 2.8432 4.4005 -2.4281 0.70
H 6.3682 1.6734 -0.9808 0.15
H 8.2495 3.5269 -1.0525 0.11
H 7.5574 5.7660 -1.7718 0.12
H 5.2499 6.2002 -2.4452 0.13
C -7.8970 -6.0928 1.5835 -0.02
O -6.5602 -6.0497 2.1994 -0.04
C -5.6846 -5.2265 1.6989 -0.32
C -6.0403 -4.2029 0.8039 0.01
C -5.0400 -3.4630 0.2303 -0.04
C -3.7419 -3.6930 0.5875 -0.18
C -3.3840 -4.6508 1.4866 -0.04
C -4.3429 -5.4899 1.9927 0.03
C -2.6601 -2.7830 0.0692 -0.19
N -1.3353 -2.9210 0.1128 0.20
C -0.8432 -1.8045 -0.4910 -0.21
C -1.8297 -0.9351 -0.9385 -0.08
N -3.0273 -1.5865 -0.5469 0.18
C -1.5241 0.3658 -1.4633 -0.08
C -2.4760 1.3781 -1.7132 0.05
C -2.0729 2.6431 -2.0799 -0.03
C -0.7739 2.8272 -2.3685 -0.09
N 0.1632 1.8864 -2.1595 0.01
C -0.2071 0.6796 -1.6845 -0.16
C 0.8350 -0.2706 -1.2911 -0.16
N 2.1144 0.1110 -1.4581 0.02
C 3.0982 -0.7045 -1.1013 -0.06
C 2.7668 -1.8959 -0.4672 -0.02
C 1.5009 -2.3217 -0.3391 0.06
C 0.4764 -1.4422 -0.7202 -0.11
H -8.1861 -7.1525 1.6941 0.11
H -7.9592 -5.8446 0.5211 0.09
H -8.5355 -5.4371 2.1619 0.10
H -7.1295 -4.1545 0.5512 0.12
H -5.2843 -2.8530 -0.5755 0.09
H -2.3437 -4.7680 1.7619 0.12
H -4.0293 -6.3092 2.7107 0.15
H -3.9789 -1.2290 -0.7072 0.16
H -3.5817 1.1869 -1.5400 0.15
H -2.7815 3.4493 -2.3124 0.14
H -0.3488 3.7324 -2.7276 0.11
H 4.0127 -0.2445 -1.2975 0.09
H 3.5907 -2.5495 -0.2375 0.13
H 1.3043 -3.2677 0.1091 0.13
C 1.2798 3.9532 2.6480 -0.18
As 1.6340 2.3292 1.8193 1.02
C 0.1061 1.3406 1.9922 -0.17
C 3.1984 1.4107 2.2664 -0.16
O 1.8670 2.5632 0.1772 -0.54
H 1.0018 3.9020 3.7723 0.11
H 0.5305 4.3936 2.0201 0.05
H 2.0990 4.6417 2.5588 0.05
H 0.2175 0.5009 1.2920 0.05
H -0.8107 1.8229 1.7650 0.06
H 0.0690 0.9218 2.9895 0.07
H 3.2642 1.1707 3.3533 0.08
H 4.0382 2.0681 1.9385 0.07
H 3.1569 0.5180 1.5863 0.06
```


(2)
Density functional theory data (ωB97M-V/def2-TZVPD) for C28H27BO4PPtSTe as an isolated structure.

Its total charge is +1. Its spin multiplicity is 1. The HOMO energy (alpha / beta) is -10.7 / -10.7 eV. The calculation puts the HOMO-LUMO gap (alpha / beta) at 4.6 / 4.6 eV. The calculation puts the energy at -2535.64960 Ha.

```
64
Properties=species:S:1:pos:R:3:lowdin_charge:R:1
Pt -0.4016 0.3681 2.3064 0.83
O 2.4458 -0.2538 5.2137 0.11
C 1.4873 -0.5082 4.5308 -0.73
O 0.4029 0.1105 4.3811 -0.15
C 1.5650 -1.8966 3.7369 -0.19
P 0.3989 -1.9447 2.3276 1.07
C -0.8234 -3.2050 2.7775 -0.33
C -1.2425 -4.2815 2.0011 -0.06
C -2.2686 -5.0976 2.4442 -0.05
C -2.9010 -4.8462 3.6500 -0.04
C -2.4901 -3.7743 4.4307 -0.07
C -1.4691 -2.9531 3.9946 -0.12
C 1.4450 -2.2163 0.8744 -0.33
C 1.2474 -3.1540 -0.1330 -0.06
C 2.1070 -3.2007 -1.2165 -0.05
C 3.1492 -2.2980 -1.3296 -0.04
C 3.3381 -1.3410 -0.3425 -0.04
C 2.4923 -1.2942 0.7488 -0.10
H 1.2984 -2.6626 4.4695 0.10
H 2.5936 -2.0587 3.4109 0.10
H -0.7783 -4.5157 1.0594 0.08
H -2.5744 -5.9345 1.8335 0.12
H -3.7012 -5.4889 3.9812 0.12
H -2.9665 -3.5766 5.3790 0.12
H -1.1777 -2.0965 4.5898 0.11
H 0.4347 -3.8574 -0.1005 0.08
H 1.9519 -3.9482 -1.9788 0.12
H 3.8116 -2.3465 -2.1797 0.12
H 4.1488 -0.6339 -0.4239 0.12
H 2.6297 -0.5335 1.5092 0.11
C 2.9778 3.4935 -5.2049 -0.04
C 1.5149 3.3858 -4.7462 -0.56
C 0.8637 2.2309 -5.5109 -0.06
C 0.7883 4.6882 -5.1290 -0.04
C 1.4424 3.2119 -3.2423 -0.16
C 2.1294 4.1300 -2.4226 -0.02
C 2.1354 4.0605 -1.0445 0.04
C 1.4163 3.0269 -0.4699 -0.19
O 1.2467 2.6977 0.8265 0.18
B 0.4170 1.5991 0.8648 -0.67
O 0.0698 1.2367 -0.4490 0.04
C 0.6959 2.1170 -1.2699 -0.19
C 0.6991 2.1933 -2.6472 0.07
H 3.0054 3.6242 -6.2841 0.09
H 3.5267 2.5902 -4.9508 0.09
H 3.4873 4.3405 -4.7563 0.07
H 0.9869 2.3930 -6.5796 0.09
H -0.2024 2.1669 -5.3077 0.08
H 1.3348 1.2833 -5.2602 0.09
H 0.8402 4.8192 -6.2079 0.09
H 1.2457 5.5536 -4.6582 0.08
H -0.2572 4.6480 -4.8330 0.09
H 2.6719 4.9379 -2.8841 0.11
H 2.6683 4.7804 -0.4475 0.13
H 0.1484 1.4710 -3.2236 0.12
Te -2.7997 0.2691 0.8527 1.08
C -4.4283 -0.0817 2.1043 -0.99
C -5.7437 0.2367 1.8269 -0.24
C -6.6150 -0.0714 2.8718 -0.18
C -5.9745 -0.6384 3.9430 -0.39
S -4.2938 -0.7867 3.6901 0.94
H -6.0550 0.6863 0.9014 0.10
H -7.6729 0.1170 2.8441 0.11
H -6.4232 -0.9710 4.8581 0.07
```


(3)
Density functional theory data (ωB97M-V/def2-TZVPD) for a 5-piece molecular cluster, C28H27ClF32INO7Si overall.

Its spin multiplicity is 1. The HOMO energy is -9.4 eV. The calculation puts the HOMO-LUMO gap at 9.3 eV. The calculation puts the energy at -5907.75653 Ha.

```
98
Properties=species:S:1:pos:R:3:lowdin_charge:R:1
C -3.1481 2.6112 3.2359 -0.16
C -3.8445 3.9379 2.9083 -0.80
I -5.4816 4.2639 4.2985 0.84
C -4.3786 3.9933 1.4845 -0.29
Si -3.0030 3.9634 0.2234 0.61
C -2.6783 2.3217 -0.6011 -0.19
C -3.8897 1.8692 -1.3648 -0.28
O -4.9736 2.3913 -1.2575 0.05
C -1.4729 4.8189 0.9247 -0.18
C -0.5651 4.0799 1.8438 -0.84
O -0.2530 4.4364 2.9309 0.06
Cl 0.0657 2.5178 1.2589 0.70
O -3.4523 4.9638 -1.1075 -0.04
C -3.5480 6.2162 -0.8421 -0.44
N -3.5873 7.3373 -0.5723 0.17
H -3.7252 1.9944 3.9146 0.04
H -2.1712 2.7847 3.6844 0.07
H -2.9931 2.0325 2.3229 0.06
H -3.1913 4.7760 3.1229 0.05
H -4.9375 4.9176 1.3279 0.08
H -5.0461 3.1555 1.2995 0.09
H -1.8516 2.4349 -1.3076 0.08
H -2.3827 1.5445 0.1030 0.07
H -3.7585 1.0218 -2.0503 0.11
H -0.8888 5.1918 0.0791 0.11
H -1.7903 5.6836 1.5056 0.10
F -0.7806 -0.3697 -4.8573 0.11
C -1.1571 -0.8065 -3.6414 -0.29
F -2.3090 -0.1799 -3.2925 0.08
C -0.1094 -0.4558 -2.5808 -0.44
F -0.0156 0.8871 -2.4629 0.13
F -0.6328 -0.9432 -1.4150 0.09
C 1.2811 -1.0811 -2.7132 -0.04
O 2.2726 -0.2688 -3.2998 0.06
C 2.5031 -0.2654 -4.6373 -0.55
F 1.7466 -1.1614 -5.2977 0.15
F 3.8021 -0.6155 -4.8369 0.13
C 2.3476 1.1394 -5.2381 -0.28
F 1.0962 1.5920 -5.0352 0.11
F 2.5692 1.0564 -6.5704 0.10
H -1.3362 -1.8836 -3.6776 0.18
H 1.6177 -1.2287 -1.6887 0.15
H 1.2249 -2.0628 -3.1848 0.15
H 3.0674 1.8245 -4.7872 0.18
F 3.0111 -2.2628 4.9729 0.10
C 2.6816 -1.0758 5.5246 -0.30
F 2.7231 -1.1997 6.8681 0.10
C 1.2608 -0.6714 5.1192 -0.44
F 0.3719 -1.5497 5.6261 0.13
F 1.0614 0.5356 5.7277 0.10
C 0.9844 -0.4309 3.6310 -0.05
O 0.3744 -1.4885 2.9203 0.05
C 1.0974 -2.4480 2.2880 -0.55
F 2.4214 -2.2203 2.3341 0.15
F 0.7355 -2.4368 0.9756 0.12
C 0.7523 -3.8553 2.7984 -0.29
F 1.0221 -3.9567 4.1121 0.11
F 1.5140 -4.7498 2.1278 0.10
H 3.4011 -0.3142 5.2131 0.17
H 0.2444 0.3674 3.6184 0.13
H 1.8700 -0.0538 3.1179 0.15
H -0.3038 -4.0649 2.6195 0.17
F -5.7975 -0.9067 6.1554 0.10
C -5.8241 -2.1765 6.6096 -0.31
F -7.0627 -2.4433 7.0759 0.10
C -4.8241 -2.3571 7.7558 -0.44
F -5.1941 -1.6060 8.8106 0.14
F -4.9397 -3.6752 8.1061 0.10
C -3.3404 -2.1462 7.4388 -0.04
O -2.7990 -0.8914 7.7798 0.06
C -2.7842 0.1520 6.9091 -0.54
F -3.2616 -0.1816 5.6929 0.14
F -1.4949 0.5365 6.7426 0.13
C -3.5236 1.3729 7.4748 -0.28
F -4.8095 1.0642 7.7265 0.10
F -3.4850 2.3519 6.5430 0.06
H -5.5958 -2.8634 5.7903 0.17
H -2.8194 -2.8518 8.0836 0.15
H -3.1188 -2.4184 6.4061 0.15
H -3.0392 1.7136 8.3913 0.18
F 4.5179 -1.0958 -9.3196 0.10
C 4.8923 -0.4963 -8.1689 -0.31
F 4.9562 0.8369 -8.3803 0.10
C 6.2771 -0.9791 -7.7327 -0.44
F 7.2048 -0.6071 -8.6373 0.14
F 6.5247 -0.3040 -6.5676 0.10
C 6.4272 -2.4627 -7.3857 -0.04
O 6.9630 -3.2924 -8.3901 0.06
C 6.1741 -3.9373 -9.2912 -0.55
F 4.8629 -3.7529 -9.0552 0.15
F 6.4246 -5.2658 -9.1821 0.14
C 6.5393 -3.5540 -10.7326 -0.29
F 6.3815 -2.2293 -10.9149 0.10
F 5.7087 -4.2097 -11.5741 0.10
H 4.1541 -0.7020 -7.3937 0.15
H 7.1699 -2.4839 -6.5899 0.15
H 5.4975 -2.8630 -6.9793 0.15
H 7.5729 -3.8357 -10.9405 0.18
```